1.
{"formula": "C22H20BF3FeO2", "method": "ωB97M-V with the def2-TZVPD basis set", "e_lumo_ha": [-0.0043, -0.1531], "s2": 6.069, "e_tot_ev": -70445.606, "e_homo_ev": [-5.66, -8.95], "multiplicity": 5, "symbols": ["F", "B", "F", "F", "C", "C", "O", "C", "C", "H", "H", "H", "C", "O", "C", "C", "C", "C", "C", "C", "C", "C", "C", "C", "Fe", "C", "C", "C", "C", "C", "C", "C", "H", "H", "H", "H", "H", "H", "H", "H", "H", "H", "H", "H", "H", "H", "H", "H", "H"], "coordinates": [[2.351, -3.030, 3.570], [2.158, -2.170, 2.506], [2.434, -0.812, 2.727], [2.743, -2.644, 1.316], [0.516, -2.207, 2.268], [-0.265, -1.051, 1.901], [-1.607, -1.443, 1.708], [-1.635, -2.810, 1.801], [-0.373, -3.300, 2.202], [-0.120, -0.124, 2.530], [-2.555, -3.378, 1.623], [-0.141, -4.339, 2.419], [-1.392, -3.473, -4.737], [-0.097, -3.337, -4.119], [-0.061, -2.532, -3.028], [0.992, -2.687, -2.069], [0.954, -1.852, -0.948], [-0.040, -0.907, -0.745], [0.100, -0.137, 0.524], [-0.626, 1.175, 0.557], [-0.860, 1.843, 1.799], [-1.674, 3.009, 1.558], [-1.867, 3.102, 0.126], [-1.168, 1.996, -0.497], [0.097, 3.038, 0.619], [1.876, 3.020, -0.238], [1.979, 2.718, 1.183], [1.380, 3.826, 1.920], [0.900, 4.806, 0.949], [1.210, 4.303, -0.381], [-1.128, -0.844, -1.643], [-1.057, -1.561, -2.833], [-1.327, -4.334, -5.388], [-2.113, -3.616, -3.948], [-1.646, -2.587, -5.302], [1.754, -3.409, -2.207], [1.719, -2.017, -0.186], [1.201, -0.054, 0.817], [-0.585, 1.482, 2.783], [-2.123, 3.637, 2.302], [-2.493, 3.830, -0.404], [-1.120, 1.801, -1.571], [2.292, 2.419, -1.036], [2.490, 1.887, 1.627], [1.368, 3.936, 2.983], [0.441, 5.744, 1.193], [1.009, 4.819, -1.310], [-2.042, -0.328, -1.348], [-1.849, -1.405, -3.577]]}


2.
{"formula": "C42H48BF5N6O9S", "method": "ωB97M-V with the def2-TZVPD basis set", "e_lumo_ha": -0.0474, "e_tot_ev": -96774.592, "e_homo_ev": -9.59, "relative_energy_kcal_mol": 542.9, "symbols": ["C", "O", "B", "O", "C", "C", "C", "C", "C", "C", "O", "C", "C", "O", "N", "C", "O", "C", "C", "C", "C", "C", "O", "C", "C", "O", "O", "N", "O", "C", "N", "C", "S", "C", "F", "F", "C", "C", "C", "C", "C", "C", "F", "F", "F", "C", "H", "H", "H", "H", "H", "H", "H", "H", "H", "H", "H", "H", "H", "H", "H", "H", "H", "H", "H", "H", "H", "H", "H", "H", "H", "H", "H", "H", "H", "H", "H", "H", "H", "N", "C", "C", "C", "C", "C", "H", "H", "H", "H", "H", "N", "C", "C", "C", "C", "C", "H", "H", "H", "H", "H", "N", "C", "C", "C", "C", "C", "H", "H", "H", "H", "H"], "coordinates": [[-1.352, 2.305, 5.005], [-2.211, 1.446, 4.177], [-1.441, 0.440, 3.418], [-0.529, -0.431, 4.221], [-1.594, 0.198, 1.757], [-3.039, -0.530, 1.778], [-4.349, 0.499, 1.790], [-4.590, 1.296, 0.383], [-5.826, 0.557, -0.409], [-7.226, 1.188, 0.253], [-7.531, 2.467, -0.422], [-8.924, 2.888, -0.202], [-10.157, 2.223, -1.093], [-9.269, 3.853, 0.681], [-1.511, 1.681, 1.326], [-0.088, 2.031, 1.794], [0.344, 3.166, 2.412], [0.890, 0.762, 1.287], [1.743, 1.563, 0.195], [2.699, 0.795, -0.852], [4.061, 1.580, -1.320], [3.711, 2.352, -2.729], [3.675, 3.793, -2.434], [2.391, 4.397, -2.822], [1.693, 5.417, -1.707], [1.755, 4.247, -3.987], [1.735, 0.582, 2.457], [2.930, 0.050, 2.238], [3.574, 0.126, 3.288], [-0.294, -0.367, 0.918], [0.455, -1.601, 1.470], [-0.385, -2.596, 1.853], [-1.540, -3.587, 2.687], [-0.395, -0.766, -0.653], [0.804, -1.649, -0.931], [-0.464, 0.403, -1.608], [-1.632, -1.707, -1.162], [-3.076, -1.116, -1.769], [-4.296, -2.114, -2.302], [-4.139, -3.773, -2.315], [-2.717, -4.367, -1.756], [-2.484, -6.010, -1.796], [-2.360, -6.632, -0.457], [-3.505, -6.689, -2.679], [-1.175, -6.201, -2.526], [-1.535, -3.377, -1.209], [-0.203, 2.194, 4.792], [-1.564, 2.219, 6.159], [-1.622, 3.432, 4.716], [0.266, 0.081, 4.550], [-3.132, -1.105, 2.824], [-3.272, -1.337, 0.982], [-5.306, -0.187, 1.984], [-4.329, 1.273, 2.666], [-4.999, 2.378, 0.679], [-3.632, 1.487, -0.260], [-5.849, -0.592, -0.096], [-5.798, 0.712, -1.576], [-7.095, 1.438, 1.410], [-8.116, 0.414, 0.197], [-10.871, 1.596, -0.404], [-9.696, 1.500, -1.909], [-10.828, 3.034, -1.627], [-2.239, 2.312, 1.720], [2.420, 2.362, 0.771], [0.989, 2.235, -0.442], [3.064, -0.239, -0.379], [2.086, 0.490, -1.815], [4.853, 0.732, -1.601], [4.483, 2.270, -0.474], [2.763, 1.945, -3.289], [4.628, 2.144, -3.464], [1.142, 4.856, -0.840], [1.007, 6.141, -2.331], [2.595, 6.051, -1.266], [-3.293, 0.032, -1.844], [-5.343, -1.716, -2.702], [-4.978, -4.498, -2.698], [-0.530, -3.850, -0.831], [5.065, 7.349, -0.882], [6.289, 7.254, -1.446], [6.901, 8.287, -2.139], [6.216, 9.491, -2.265], [4.954, 9.619, -1.696], [4.426, 8.531, -1.019], [6.781, 6.294, -1.323], [7.887, 8.155, -2.569], [6.663, 10.323, -2.802], [4.394, 10.544, -1.777], [3.445, 8.583, -0.555], [5.766, -1.053, 0.314], [6.764, -1.258, -0.573], [8.036, -1.679, -0.218], [8.303, -1.901, 1.129], [7.296, -1.696, 2.066], [6.055, -1.278, 1.614], [6.507, -1.069, -1.611], [8.799, -1.831, -0.973], [9.289, -2.230, 1.446], [7.473, -1.860, 3.123], [5.235, -1.108, 2.306], [-0.935, -11.786, 0.797], [0.289, -11.882, 0.233], [0.901, -10.849, -0.459], [0.216, -9.645, -0.586], [-1.046, -9.516, -0.017], [-1.574, -10.604, 0.660], [0.781, -12.842, 0.356], [1.887, -10.981, -0.890], [0.663, -8.813, -1.122], [-1.606, -8.591, -0.098], [-2.555, -10.553, 1.124]]}


3.
{"formula": "C5H14O2", "method": "ωB97M-V with the def2-TZVPD basis set", "e_lumo_ha": 0.0283, "e_tot_ev": -9505.373, "e_homo_ev": -10.26, "relative_energy_kcal_mol": 37.5, "symbols": ["C", "O", "C", "C", "C", "C", "H", "H", "H", "H", "H", "H", "H", "H", "H", "H", "H", "H", "H", "H", "O"], "coordinates": [[2.000, 0.832, 0.402], [1.988, 2.254, 0.744], [0.625, 0.375, 0.061], [0.316, -1.014, -0.685], [-1.037, -0.830, -1.555], [0.265, -2.125, 0.440], [2.510, 0.237, 1.190], [2.611, 0.659, -0.474], [1.981, 2.800, -0.083], [0.460, 1.125, -0.660], [-0.173, 0.365, 0.811], [1.224, -1.188, -1.343], [-1.076, -0.349, -2.574], [-1.336, -1.870, -1.761], [-1.775, -0.348, -0.778], [-0.844, -2.434, 0.647], [0.814, -1.735, 1.403], [0.725, -3.073, 0.088], [-3.521, 1.612, 0.985], [-2.786, 2.290, 2.040], [-2.972, 2.416, 1.103]]}


4.
{"formula": "CH2F3O3RbS", "method": "ωB97M-V with the def2-TZVPD basis set", "e_lumo_ha": -0.0336, "e_tot_ev": -26854.969, "e_homo_ev": -7.88, "symbols": ["Rb", "O", "H", "H", "S", "O", "O", "C", "F", "F", "F"], "coordinates": [[2.734, -0.129, 1.528], [1.999, 2.943, 0.442], [2.122, 3.657, -0.189], [1.682, 2.145, -0.112], [-0.189, -1.689, -0.714], [0.429, -0.284, -0.906], [0.328, -2.163, 0.644], [-1.954, -1.201, -0.255], [-2.703, -1.138, -1.351], [-2.466, -2.118, 0.561], [-1.981, -0.023, 0.351]]}


5.
{"formula": "C4H6N2OS", "method": "ωB97M-V with the def2-TZVPD basis set", "e_lumo_ha": [-0.0282, -0.0281], "e_tot_ev": -20104.155, "e_homo_ev": [-8.67, -8.67], "relative_energy_kcal_mol": 119.6, "symbols": ["C", "C", "C", "C", "N", "N", "O", "S", "H", "H", "H", "H", "H", "H"], "coordinates": [[-1.152, -1.397, 0.058], [1.184, -0.744, -0.150], [2.214, 0.308, -0.327], [-0.262, -0.440, -0.103], [-3.813, 0.490, -0.162], [-3.507, 1.508, 0.288], [1.533, -1.923, -0.041], [-2.844, -1.392, -0.220], [-0.840, -2.464, 0.464], [1.931, 1.230, -0.680], [2.843, -0.067, -1.028], [2.756, 0.247, 0.615], [-0.606, 0.550, -0.293], [-4.706, 0.264, -0.683]]}


6.
{"formula": "C4H7N3O", "method": "ωB97M-V with the def2-TZVPD basis set", "e_lumo_ha": 0.0181, "e_tot_ev": -10774.935, "e_homo_ev": -8.94, "relative_energy_kcal_mol": 111.0, "symbols": ["C", "C", "C", "C", "H", "H", "H", "H", "H", "H", "H", "N", "N", "N", "O"], "coordinates": [[-3.334, 0.016, 0.117], [0.043, -0.117, -0.031], [0.851, 1.133, -0.333], [2.143, 0.752, 0.339], [-3.707, -1.048, -0.264], [-4.175, 0.749, 0.078], [0.890, 1.234, -1.452], [0.485, 2.068, 0.031], [2.026, 0.652, 1.512], [3.020, 1.350, 0.073], [0.993, -1.832, 0.651], [-2.138, 0.415, 0.089], [-1.181, -0.502, -0.001], [0.998, -1.214, -0.201], [2.312, -0.595, -0.049]]}


7.
{"formula": "C9H21NO2P", "method": "ωB97M-V with the def2-TZVPD basis set", "e_lumo_ha": 0.1310, "e_tot_ev": -24546.766, "total_charge": -1, "e_homo_ev": -4.13, "relative_energy_kcal_mol": 34.7, "symbols": ["C", "C", "C", "C", "C", "C", "C", "C", "C", "N", "O", "O", "P", "H", "H", "H", "H", "H", "H", "H", "H", "H", "H", "H", "H", "H", "H", "H", "H", "H", "H", "H", "H", "H"], "coordinates": [[-1.846, 1.837, 1.533], [-1.606, 2.020, -1.067], [-3.334, 0.538, 0.153], [2.747, -1.181, -0.771], [0.778, -2.583, -0.038], [0.631, -1.329, -2.177], [2.301, 0.419, 2.123], [-1.895, 1.062, 0.177], [1.254, -1.358, -0.731], [-0.995, -0.030, 0.099], [1.622, 1.538, -0.420], [1.153, -0.343, 1.638], [0.591, 0.097, 0.120], [-0.937, 2.283, 1.694], [-2.439, 2.737, 1.366], [-1.968, 1.119, 2.397], [-2.341, 2.843, -0.882], [-1.895, 1.404, -1.991], [-0.586, 2.158, -0.949], [-4.069, 1.466, 0.259], [-3.512, -0.028, -0.909], [-3.410, -0.084, 1.048], [3.071, -1.987, -1.450], [3.064, -0.108, -1.137], [3.123, -1.136, 0.234], [-0.287, -2.297, 0.277], [1.334, -2.847, 0.891], [0.745, -3.573, -0.501], [-0.402, -1.358, -1.975], [0.763, -0.591, -2.951], [0.910, -2.261, -2.708], [3.008, -0.355, 2.468], [1.883, 0.983, 2.966], [2.545, 0.945, 1.212]]}


8.
{"formula": "C28H68N4O8S2", "method": "ωB97M-V with the def2-TZVPD basis set", "e_lumo_ha": 0.0161, "e_tot_ev": -74114.969, "e_homo_ev": -7.49, "relative_energy_kcal_mol": 706.4, "symbols": ["C", "C", "N", "C", "C", "C", "C", "H", "H", "H", "H", "H", "H", "H", "H", "H", "H", "H", "H", "H", "H", "H", "C", "C", "N", "C", "C", "C", "C", "H", "H", "H", "H", "H", "H", "H", "H", "H", "H", "H", "H", "H", "H", "H", "C", "C", "N", "C", "C", "C", "C", "H", "H", "H", "H", "H", "H", "H", "H", "H", "H", "H", "H", "H", "H", "H", "C", "C", "N", "C", "C", "C", "C", "H", "H", "H", "H", "H", "H", "H", "H", "H", "H", "H", "H", "H", "H", "H", "C", "C", "O", "S", "O", "O", "O", "H", "H", "H", "H", "C", "C", "O", "S", "O", "O", "O", "H", "H", "H", "H"], "coordinates": [[1.728, 2.221, -1.994], [2.273, 1.087, -1.072], [1.558, -0.172, -1.249], [1.966, -0.858, -2.455], [0.873, -1.938, -2.871], [1.464, -1.090, -0.057], [0.709, -0.436, 1.167], [2.235, 3.106, -1.610], [0.642, 2.266, -1.914], [2.056, 2.102, -3.026], [3.304, 0.902, -1.374], [2.163, 1.440, -0.047], [2.251, -0.234, -3.302], [2.865, -1.441, -2.254], [-0.104, -1.459, -2.939], [1.042, -2.314, -3.880], [0.728, -2.839, -2.275], [2.524, -1.235, 0.151], [0.837, -1.942, -0.318], [0.905, -1.037, 2.055], [-0.380, -0.406, 1.132], [1.086, 0.587, 1.203], [1.901, 7.357, -4.482], [0.940, 7.462, -3.278], [0.453, 6.154, -2.788], [1.518, 5.372, -2.150], [1.039, 4.083, -1.434], [-0.718, 6.391, -1.934], [-0.522, 7.187, -0.655], [2.733, 8.034, -4.292], [1.624, 7.625, -5.501], [2.457, 6.420, -4.445], [1.410, 7.937, -2.418], [0.194, 8.162, -3.654], [2.241, 5.133, -2.930], [2.196, 5.853, -1.444], [1.878, 3.461, -1.121], [0.533, 4.355, -0.508], [0.452, 3.486, -2.132], [-1.234, 5.452, -1.739], [-1.398, 7.049, -2.476], [-1.110, 6.690, 0.117], [-0.877, 8.207, -0.798], [0.524, 7.204, -0.348], [-0.906, -4.978, 4.130], [-0.624, -3.901, 3.038], [-1.003, -4.284, 1.687], [-2.504, -4.467, 1.650], [-3.050, -5.188, 0.467], [-0.559, -3.423, 0.619], [0.926, -3.443, 0.397], [-0.228, -4.853, 4.974], [-0.768, -5.961, 3.680], [-1.965, -4.959, 4.385], [-1.056, -2.945, 3.333], [0.437, -3.694, 3.175], [-2.858, -5.050, 2.500], [-2.816, -3.424, 1.706], [-2.515, -5.013, -0.467], [-3.031, -6.250, 0.712], [-4.082, -4.889, 0.283], [-0.911, -2.400, 0.756], [-1.031, -3.640, -0.339], [1.633, -3.157, 1.177], [1.185, -2.874, -0.496], [1.272, -4.444, 0.140], [2.210, -1.165, 3.130], [1.801, -0.279, 4.372], [0.771, -0.845, 5.252], [1.225, -2.080, 5.954], [0.201, -2.712, 6.843], [0.511, 0.238, 6.255], [-1.009, 0.413, 6.411], [2.475, -2.219, 3.210], [3.062, -0.700, 2.634], [1.433, -0.932, 2.402], [2.813, -0.332, 4.775], [1.740, 0.753, 4.024], [2.081, -1.925, 6.610], [1.594, -2.837, 5.262], [0.141, -2.103, 7.745], [0.477, -3.730, 7.119], [-0.690, -2.725, 6.216], [0.926, -0.010, 7.232], [1.035, 1.161, 6.005], [-1.407, -0.506, 6.841], [-1.133, 1.140, 7.214], [-1.393, 0.611, 5.411], [-0.852, 0.986, -1.821], [-0.884, 1.173, -3.352], [-1.891, 0.328, -3.798], [-3.052, -0.025, -2.691], [-3.381, -1.446, -2.620], [-4.207, 0.862, -2.937], [-2.089, 0.431, -1.392], [-0.558, 1.863, -1.244], [-0.031, 0.286, -1.661], [0.088, 1.020, -3.820], [-1.144, 2.208, -3.576], [-2.428, -3.543, -5.356], [-3.414, -2.426, -4.973], [-2.620, -1.319, -4.487], [-1.177, -1.927, -3.975], [-1.293, -2.638, -2.650], [-0.022, -1.006, -4.150], [-1.139, -2.993, -5.235], [-2.562, -3.849, -6.394], [-2.555, -4.483, -4.820], [-4.195, -2.663, -4.250], [-3.964, -2.200, -5.886]]}